The following is a quantum chemistry calculation of C4H8N2S in the gas phase at a distorted geometry, from the OMol25 dataset.

```
15
C4H8N2S, DFT ωB97M-V/def2-TZVPD
S -1.03099 0.08685 -1.00290
N 0.38118 -0.16295 -0.03466
N 2.76476 -0.15388 -0.12650
C -0.73444 -1.39451 1.77381
C 1.60032 0.23669 -0.53081
C 0.24475 -0.64595 1.30582
C -1.63652 1.61058 -0.38168
H 1.17158 -0.44031 1.90594
H -0.66256 -1.85298 2.75286
H 1.50783 1.01980 -1.34476
H -0.92607 2.39912 -0.60923
H -1.81244 1.53711 0.67161
H -1.61996 -1.60398 1.12928
H 2.54460 -0.88823 0.56598
H -2.57324 1.81682 -0.89995
```

Output
**Energy above the lowest of the compared OMol25 structures with the same formula, charge and spin**: 2.157 eV
**Multiplicity**: 1
**SMILES string**: [H]/N=C\N(C=C)SC
**Max |F|**: 2.2 eV Å⁻¹
**HOMO-LUMO gap**: 9.47 eV